Entry from the Open Molecules 2025 dataset: C40H46BrCrGe2N5O10 as an isolated structure at a distorted geometry (ωB97M-V with the def2-TZVPD basis set).

Geometry as XYZ:
```
105
Properties=species:S:1:pos:R:3:forces:R:3:mulliken_charge:R:1
Cr 0.1869 -0.1220 0.2229 -0.540 -0.704 1.530 -1.34
C -2.3363 1.8670 -0.1759 -0.082 0.119 -0.072 -1.02
O -1.9073 0.5683 0.2545 0.274 0.071 -0.090 0.87
C -2.9116 -0.2380 0.7699 -0.126 -0.221 0.104 0.89
C -4.2530 0.0896 0.7393 0.034 0.095 -0.074 -0.15
C -5.1655 -0.8325 1.2359 -0.142 0.042 0.009 -0.80
Br -7.0004 -0.3687 1.2078 0.114 -0.075 -0.002 -0.18
C -4.7676 -2.0476 1.7422 0.016 -0.016 0.019 -0.73
C -3.4079 -2.3642 1.8046 0.124 0.301 -0.099 0.85
C -2.4831 -1.4387 1.3228 -0.106 -0.003 0.126 -0.89
O -1.1205 -1.6604 1.3543 0.285 0.245 -0.471 -0.01
C -3.0382 -3.6709 2.3557 0.079 -0.382 0.160 0.04
N -3.8892 -4.6535 2.4682 -0.187 0.193 -0.188 -0.76
C -3.1830 -5.7030 3.0105 0.376 0.010 0.120 0.42
C -3.5975 -6.9969 3.3285 0.019 0.043 -0.013 -0.73
C -2.6654 -7.8485 3.8817 -0.089 -0.095 -0.003 -0.53
C -1.3422 -7.4434 4.1168 0.055 0.077 -0.007 -0.51
C -0.9090 -6.1723 3.7979 0.089 0.015 -0.012 -0.98
C -1.8501 -5.3143 3.2399 -0.331 -0.175 0.020 0.83
N -1.7857 -4.0100 2.8089 -0.012 0.156 -0.035 0.40
H -2.8421 2.3836 0.6411 -0.006 -0.049 0.008 0.54
H -3.0064 1.7811 -1.0322 0.013 -0.031 0.007 0.37
H -1.4522 2.4205 -0.4667 0.005 -0.034 0.001 -0.18
H -4.6150 1.0246 0.3420 0.030 -0.013 -0.028 0.68
H -5.4810 -2.7737 2.1035 -0.001 0.009 0.018 0.65
H -0.9280 -2.5119 0.7722 0.156 -0.164 0.052 -0.07
H -4.6162 -7.3066 3.1393 -0.002 -0.011 0.024 0.45
H -2.9539 -8.8589 4.1397 -0.006 0.011 0.005 0.39
H -0.6459 -8.1437 4.5585 -0.004 -0.012 -0.016 0.39
H 0.1152 -5.8642 3.9671 -0.008 -0.021 0.032 0.39
H -0.9943 -3.3992 2.8720 0.022 0.047 -0.042 -0.08
C 2.4290 1.3932 -4.1070 -0.056 -0.016 0.114 -1.23
C 2.4095 0.8419 -2.6795 -0.224 -0.116 0.282 -0.52
Ge 0.6336 1.1335 -1.8074 0.130 0.311 -1.422 1.34
C -0.7795 0.5594 -3.0919 0.004 -0.013 0.250 -0.50
C -1.4004 1.6726 -3.9361 0.093 -0.033 0.084 -1.44
C 0.5193 3.0976 -1.6771 0.031 -0.228 0.134 -1.09
C 0.6044 3.9679 -0.6706 -0.114 -0.246 0.697 0.74
Ge 0.7421 3.5547 1.3015 0.055 -0.434 -0.045 2.02
C -0.8049 3.9049 2.5278 0.576 0.173 -0.450 -0.57
C -1.6878 5.1141 2.2348 -0.067 -0.108 0.040 -1.47
C 2.6708 3.8158 1.7629 -0.615 -0.047 -0.152 -0.49
C 2.9572 5.1392 2.4737 -0.017 -0.045 0.014 -1.40
C 0.7364 5.4343 -0.8733 0.021 0.278 -0.060 0.56
C 0.6020 6.3113 0.2036 0.004 -0.238 -0.073 -0.16
C 0.7411 7.6816 0.0567 0.010 0.108 0.031 -1.53
C 1.0211 8.2129 -1.1907 -0.007 -0.021 0.034 -0.50
C 1.1710 7.3593 -2.2763 -0.003 0.006 -0.033 -0.87
C 1.0391 5.9915 -2.1203 0.010 -0.035 0.020 -0.54
H 3.3802 1.1676 -4.5901 -0.005 0.027 -0.030 0.43
H 2.2991 2.4765 -4.1152 -0.002 0.000 -0.048 0.27
H 1.6356 0.9486 -4.7094 0.017 0.032 -0.046 0.29
H 3.1959 1.3133 -2.0843 -0.014 -0.023 0.036 0.48
H 2.6072 -0.2334 -2.6962 0.000 0.007 0.039 0.21
H -1.5566 0.0448 -2.5195 0.016 -0.014 -0.017 0.32
H -0.3318 -0.2006 -3.7361 0.041 -0.027 0.061 0.67
H -1.8118 2.4722 -3.3161 0.006 0.020 -0.023 0.29
H -2.2128 1.2780 -4.5474 0.006 0.029 -0.034 0.41
H -0.6637 2.1163 -4.6075 -0.034 0.055 -0.006 0.34
H 0.4648 3.5184 -2.6819 0.063 0.052 -0.017 0.29
H -0.3587 3.9678 3.5184 -0.049 -0.056 0.038 0.54
H -1.3857 2.9821 2.4904 0.072 -0.047 -0.008 0.24
H -1.1956 6.0470 2.5070 -0.063 0.008 -0.013 0.48
H -2.5974 5.0428 2.8323 -0.015 0.048 -0.014 0.44
H -1.9781 5.1789 1.1847 -0.016 0.018 0.005 0.31
H 3.2121 3.7624 0.8162 -0.036 -0.002 -0.021 0.49
H 2.9776 2.9882 2.3981 0.027 -0.015 -0.060 0.47
H 2.6773 5.9968 1.8633 0.047 0.005 0.025 0.34
H 4.0253 5.2102 2.6799 -0.013 0.055 0.040 0.42
H 2.4290 5.2020 3.4261 0.001 0.009 0.009 0.33
H 0.3691 5.9232 1.1919 0.020 0.136 -0.054 0.45
H 0.6289 8.3327 0.9138 -0.005 -0.012 0.005 0.44
H 1.1302 9.2814 -1.3170 -0.001 0.000 0.001 0.41
H 1.4013 7.7654 -3.2524 0.006 -0.010 0.000 0.43
H 1.1896 5.3538 -2.9805 0.011 -0.007 -0.007 0.40
N 2.2387 -0.5107 0.7159 -0.221 0.153 0.148 0.03
C 2.4432 -0.8249 2.1546 -0.075 0.017 0.220 -0.70
C 1.2720 -0.3296 3.0127 0.010 0.102 -0.170 -0.80
C 0.9871 1.1305 2.7370 0.236 -0.199 0.812 0.48
O 1.2079 2.0030 3.5411 -0.177 -0.184 -0.219 -0.49
O 0.5135 1.4085 1.5119 0.261 0.859 -0.522 -0.08
H 2.6873 -1.2107 0.1370 -0.101 -0.097 -0.097 0.08
H 2.7152 0.3599 0.4935 0.043 0.001 -0.030 0.25
H 3.3674 -0.3748 2.5197 0.049 -0.056 -0.072 0.46
H 2.5281 -1.9038 2.2703 0.016 0.000 -0.054 0.46
H 1.5238 -0.4309 4.0655 0.002 0.038 0.006 0.53
H 0.3742 -0.9168 2.8135 0.015 -0.005 -0.035 -0.06
O -0.4919 -3.5203 -0.1367 -0.046 0.132 -0.103 -0.79
C 0.1827 -2.9236 -0.9943 -0.151 -0.195 0.019 -0.07
O 0.3564 -1.6623 -1.0485 0.124 0.284 -0.373 -0.07
C 0.8994 -3.7469 -2.0222 0.185 0.018 0.007 0.28
C 0.2981 -4.8295 -2.6482 -0.171 -0.114 0.065 -0.18
C 1.0513 -5.6026 -3.5129 0.127 0.282 0.116 -0.32
C 2.3943 -5.3653 -3.7434 0.118 -0.090 -0.107 -0.47
C 2.9688 -4.2862 -3.1010 -0.405 -0.084 0.101 -0.38
C 2.2334 -3.4662 -2.2663 0.148 0.104 -0.064 -0.08
N 4.4008 -4.0017 -3.2877 0.182 0.148 -0.057 1.06
O 5.0187 -4.7137 -4.0439 -0.055 0.034 0.070 -0.60
O 4.8624 -3.0600 -2.6659 -0.066 -0.136 -0.079 -0.63
N 0.4032 -6.7310 -4.2108 -0.052 -0.150 -0.057 1.02
O -0.8029 -6.8153 -4.1162 0.122 -0.005 -0.003 -0.59
O 1.1245 -7.4857 -4.8265 -0.094 0.094 0.054 -0.59
H -0.7380 -5.0784 -2.4666 0.003 -0.008 0.005 0.65
H 2.9698 -6.0014 -4.3991 -0.005 -0.011 -0.011 0.63
H 2.7217 -2.6231 -1.8047 0.018 0.054 0.023 0.25
```
Positions in Å, forces in eV/Å.

Largest force on an atom, eV Å⁻¹: 1.77
Total charge: +1
Relative energy (zero: lowest compared OMol25 entry of this formula, charge and spin), kJ/mol: 28.6
Electronic energy, eV: -281637.4389
E_HOMO (alpha / beta), eV: -10.217 / -10.218
Spin multiplicity: 2
Frontier orbital gap (alpha / beta), eV: 5.7 / 7.1
Lowest unoccupied orbital energy (alpha / beta), eV: -4.51 / -3.10